# 1
{
  "formula": "C21H39Br3F6N4O8",
  "method": "ωB97M-V/def2-TZVPD",
  "fmax_ha_per_bohr": 0.0365,
  "lumo_energy_ev": -0.1,
  "e_above_lowest_ev": 0.000,
  "multiplicity": 1,
  "homo_ev": -9.112,
  "e_tot_ha": -9965.82044,
  "total_charge": 0,
  "symbols": ["C", "C", "O", "N", "C", "H", "H", "H", "H", "H", "H", "H", "C", "C", "O", "N", "C", "H", "H", "H", "H", "H", "H", "H", "C", "C", "O", "N", "C", "H", "H", "H", "H", "H", "H", "H", "C", "C", "O", "N", "C", "H", "H", "H", "H", "H", "H", "H", "C", "C", "O", "C", "O", "C", "F", "F", "F", "H", "H", "H", "H", "H", "C", "C", "O", "C", "O", "C", "F", "F", "F", "H", "H", "H", "H", "H", "C", "Br", "Br", "Br", "H"],
  "xyz": [[6.84, -2.80, -1.52], [5.73, -1.74, -1.57], [5.28, -1.35, -2.63], [5.31, -1.35, -0.35], [4.33, -0.28, -0.22], [7.21, -2.99, -0.52], [7.67, -2.42, -2.13], [6.51, -3.73, -1.97], [5.93, -1.50, 0.42], [4.46, 0.48, -0.98], [4.46, 0.17, 0.76], [3.30, -0.65, -0.27], [-3.87, -3.54, 1.67], [-4.93, -3.20, 2.73], [-5.26, -2.06, 2.99], [-5.47, -4.32, 3.28], [-6.52, -4.35, 4.27], [-3.53, -2.62, 1.21], [-4.34, -4.11, 0.86], [-3.05, -4.13, 2.07], [-5.02, -5.19, 3.05], [-6.83, -3.34, 4.55], [-6.08, -4.70, 5.21], [-7.41, -4.91, 4.00], [-3.94, 0.31, 5.11], [-4.60, 1.68, 4.97], [-4.66, 2.40, 5.95], [-5.10, 2.05, 3.77], [-4.98, 1.38, 2.50], [-3.91, -0.03, 6.14], [-2.90, 0.36, 4.79], [-4.43, -0.43, 4.48], [-5.75, 2.82, 3.86], [-5.94, 1.02, 2.14], [-4.31, 0.52, 2.57], [-4.54, 2.05, 1.76], [6.09, 4.64, 2.27], [5.12, 3.76, 1.53], [5.49, 2.96, 0.68], [3.81, 3.92, 1.82], [2.71, 3.30, 1.11], [7.02, 4.55, 1.72], [6.17, 4.20, 3.27], [5.71, 5.65, 2.42], [3.57, 4.67, 2.44], [2.23, 2.49, 1.67], [2.97, 2.94, 0.12], [1.92, 4.05, 1.02], [-1.75, -3.18, -4.77], [-1.62, -2.28, -3.57], [-1.00, -2.89, -2.45], [-1.54, -3.96, -1.88], [-2.61, -4.40, -2.17], [-0.57, -4.60, -0.87], [0.42, -3.80, -0.50], [-1.26, -4.84, 0.26], [-0.10, -5.72, -1.38], [-2.25, -2.67, -5.59], [-2.40, -4.05, -4.62], [-0.80, -3.63, -5.05], [-2.60, -1.91, -3.26], [-1.08, -1.41, -3.93], [0.57, 5.90, -5.18], [0.71, 5.23, -3.82], [1.64, 4.15, -3.93], [1.16, 2.92, -3.87], [0.00, 2.64, -3.92], [2.23, 1.81, -3.72], [3.43, 2.29, -3.99], [2.18, 1.32, -2.49], [1.98, 0.84, -4.59], [-0.10, 5.38, -5.86], [1.55, 5.92, -5.66], [0.26, 6.94, -5.06], [-0.25, 4.92, -3.42], [1.18, 5.97, -3.17], [0.02, -0.84, 1.10], [1.22, -0.08, 2.42], [0.65, -0.46, -0.70], [-1.81, -0.22, 1.36], [0.04, -1.91, 1.26]],
  "lowdin_charge": [-0.01, -0.56, 0.05, 0.01, -0.08, 0.06, 0.08, 0.08, 0.12, 0.08, 0.07, 0.00, -0.01, -0.53, 0.04, 0.00, -0.07, 0.03, 0.09, 0.07, 0.13, 0.08, 0.08, 0.08, 0.00, -0.55, 0.02, 0.01, -0.09, 0.08, 0.08, 0.04, 0.14, 0.09, 0.01, 0.08, 0.00, -0.57, 0.03, 0.01, -0.06, 0.09, 0.09, 0.08, 0.13, 0.02, 0.08, 0.08, -0.07, -0.21, -0.01, -0.39, 0.18, -0.56, 0.16, 0.15, 0.20, 0.08, 0.07, 0.09, 0.13, 0.12, -0.06, -0.19, 0.04, -0.39, 0.16, -0.57, 0.18, 0.11, 0.18, 0.08, 0.08, 0.08, 0.12, 0.12, -1.54, 0.61, 0.69, 0.63, -0.04]
}


# 2
{
  "formula": "C21H39ClFIN4O10PS2",
  "method": "ωB97M-V/def2-TZVPD",
  "fmax_ha_per_bohr": 0.0641,
  "lumo_energy_ev": 2.2,
  "multiplicity": 1,
  "homo_ev": -5.304,
  "e_tot_ha": -3790.51633,
  "total_charge": -1,
  "symbols": ["C", "C", "Cl", "C", "P", "C", "C", "C", "S", "O", "O", "O", "C", "C", "O", "I", "C", "C", "N", "N", "N", "N", "C", "S", "C", "C", "F", "H", "H", "H", "H", "H", "H", "H", "H", "H", "H", "H", "H", "H", "H", "H", "H", "H", "H", "H", "H", "H", "H", "H", "H", "H", "H", "H", "C", "C", "C", "O", "C", "O", "O", "H", "H", "H", "H", "H", "H", "C", "C", "C", "O", "C", "O", "O", "H", "H", "H", "H", "H", "H"],
  "xyz": [[3.82, -0.71, -1.66], [3.13, 0.37, -0.76], [2.31, 1.49, -1.91], [2.19, -0.35, 0.18], [1.50, 0.49, 1.80], [-0.08, 0.99, 0.82], [-1.32, 0.11, 0.77], [-1.36, -0.91, -0.38], [-2.74, -1.99, -0.04], [-2.37, -2.80, 1.07], [-3.95, -1.25, 0.11], [-2.82, -2.99, -1.28], [0.85, 1.25, 3.49], [-0.57, 1.62, 3.69], [-1.10, 2.67, 3.42], [-1.95, 0.19, 4.72], [0.81, -1.22, 2.33], [1.56, -2.28, 3.15], [1.70, -1.99, 4.57], [0.49, -3.40, 3.16], [2.75, -2.92, 2.65], [2.23, 2.15, 1.19], [1.85, 3.24, 1.43], [1.54, 4.69, 2.03], [3.19, 0.31, 2.77], [4.43, -0.30, 2.13], [3.70, 1.59, 3.15], [4.24, -0.20, -2.52], [3.06, -1.40, -1.99], [4.60, -1.19, -1.09], [3.96, 0.89, -0.32], [1.37, -0.64, -0.47], [2.61, -1.32, 0.40], [0.18, 1.19, -0.21], [-0.45, 1.97, 1.10], [-2.16, 0.75, 0.52], [-1.67, -0.37, 1.68], [-0.51, -1.57, -0.45], [-1.60, -0.41, -1.31], [-3.08, -3.83, -0.88], [1.01, 0.43, 4.19], [1.45, 2.04, 3.92], [0.55, -1.76, 1.43], [-0.08, -1.06, 2.92], [2.44, -2.54, 4.97], [0.82, -2.16, 5.02], [0.38, -3.78, 2.23], [0.85, -4.12, 3.78], [2.76, -3.15, 1.67], [3.63, -2.65, 3.05], [3.03, -0.10, 3.75], [4.98, 0.44, 1.59], [5.10, -0.59, 2.94], [4.33, -1.18, 1.51], [0.27, 0.82, -4.72], [0.53, -0.57, -5.25], [-0.68, -1.27, -5.81], [-0.39, -2.65, -5.56], [0.46, -2.71, -4.50], [0.75, -3.70, -3.92], [0.92, -1.47, -4.19], [-0.35, 0.78, -3.83], [1.20, 1.30, -4.44], [-0.23, 1.43, -5.47], [1.34, -0.55, -5.98], [-0.82, -1.10, -6.87], [-1.60, -1.01, -5.28], [-5.45, 3.47, 0.41], [-5.22, 3.37, -1.08], [-5.06, 1.96, -1.59], [-4.19, 2.14, -2.72], [-3.47, 3.27, -2.51], [-2.54, 3.60, -3.16], [-3.96, 3.96, -1.45], [-4.56, 3.17, 0.96], [-5.67, 4.50, 0.69], [-6.29, 2.84, 0.71], [-6.01, 3.90, -1.62], [-6.00, 1.51, -1.91], [-4.57, 1.29, -0.88]],
  "lowdin_charge": [-0.13, -0.75, 0.64, -0.32, 0.75, -0.25, -0.26, -0.22, 0.57, -0.29, -0.28, -0.15, -0.26, -0.77, -0.04, 0.68, -0.21, -0.65, 0.08, 0.04, 0.09, -0.05, -0.88, 0.58, -0.37, -0.09, -0.11, 0.05, 0.06, 0.07, 0.07, 0.05, 0.05, 0.05, 0.07, 0.10, 0.05, 0.09, 0.10, 0.09, 0.03, 0.09, 0.06, 0.01, 0.07, 0.06, 0.05, 0.05, 0.07, 0.06, 0.08, 0.07, 0.07, 0.04, -0.03, -0.32, -0.10, 0.06, -0.57, 0.16, 0.08, 0.08, 0.04, 0.09, 0.16, 0.13, 0.14, -0.02, -0.33, -0.09, 0.06, -0.57, 0.16, 0.09, 0.10, 0.08, 0.09, 0.15, 0.14, 0.12]
}


# 3
{
  "formula": "C21H39DyN2O9P2SSi",
  "method": "ωB97M-V/def2-TZVPD",
  "fmax_ha_per_bohr": 0.0539,
  "lumo_energy_ev": [0.0, 0.3],
  "multiplicity": 6,
  "homo_ev": [-8.061, -8.162],
  "e_tot_ha": -3865.87210,
  "s2": 9.23,
  "total_charge": 0,
  "symbols": ["Dy", "C", "C", "O", "P", "O", "O", "O", "P", "O", "O", "O", "H", "H", "H", "H", "H", "H", "H", "C", "C", "C", "C", "C", "N", "H", "H", "H", "H", "H", "H", "H", "H", "H", "N", "C", "C", "C", "C", "C", "C", "C", "H", "H", "H", "H", "C", "Si", "C", "C", "O", "H", "H", "H", "H", "H", "H", "H", "H", "H", "C", "C", "S", "O", "C", "C", "H", "H", "H", "H", "H", "H", "H", "H", "H", "H"],
  "xyz": [[0.51, 0.47, -0.96], [4.97, -0.96, -0.53], [4.04, -0.03, -1.27], [4.67, 0.65, -2.35], [2.64, -1.03, -1.93], [3.46, -1.94, -3.00], [2.02, -1.88, -0.85], [1.61, -0.24, -2.71], [3.34, 1.31, -0.07], [3.02, 2.86, -2.26], [2.19, 0.55, 0.59], [2.34, 2.07, -1.29], [5.31, -1.76, -1.20], [4.42, -1.42, 0.29], [5.84, -0.43, -0.14], [4.93, -0.02, -2.99], [2.91, -2.11, -3.77], [0.46, -2.03, -1.15], [3.73, 2.26, -2.58], [-0.06, -3.43, 2.65], [0.06, -2.01, 3.22], [1.47, -1.76, 3.78], [-1.01, -1.75, 4.29], [-0.14, -1.11, 2.11], [-0.31, -0.44, 1.19], [0.10, -4.16, 3.44], [0.68, -3.59, 1.86], [-1.05, -3.58, 2.22], [1.68, -2.47, 4.56], [1.54, -0.75, 4.19], [2.21, -1.85, 2.99], [-0.89, -2.46, 5.11], [-2.01, -1.86, 3.88], [-0.92, -0.74, 4.69], [-6.97, 2.55, -0.60], [-5.89, 2.24, -0.83], [-4.56, 1.84, -1.07], [-3.72, 2.58, -1.90], [-2.41, 2.19, -2.08], [-1.82, 1.05, -1.48], [-2.74, 0.34, -0.65], [-4.05, 0.70, -0.45], [-4.11, 3.46, -2.39], [-1.80, 2.79, -2.75], [-2.40, -0.58, -0.17], [-4.70, 0.11, 0.19], [-1.36, -4.59, -1.64], [-1.09, -2.89, -2.48], [0.16, -3.08, -3.91], [-2.69, -2.05, -3.07], [-0.49, -1.85, -1.36], [-1.80, -5.30, -2.34], [-2.03, -4.51, -0.79], [-0.42, -5.01, -1.29], [-0.24, -3.60, -4.77], [1.05, -3.62, -3.58], [0.46, -2.09, -4.23], [-3.16, -2.58, -3.89], [-2.46, -1.04, -3.40], [-3.41, -1.96, -2.26], [-1.51, 5.15, 0.24], [-0.39, 4.83, 1.22], [-0.43, 3.01, 1.57], [0.00, 2.39, 0.29], [1.06, 2.93, 2.67], [0.63, 2.59, 4.09], [-1.48, 6.20, -0.04], [-2.48, 4.94, 0.68], [-1.39, 4.55, -0.66], [-0.53, 5.36, 2.16], [0.58, 5.06, 0.79], [1.61, 3.87, 2.64], [1.67, 2.14, 2.23], [0.00, 3.37, 4.50], [1.50, 2.47, 4.73], [0.06, 1.66, 4.09]],
  "lowdin_spin": [5.09, 0.00, 0.00, 0.00, 0.00, 0.00, 0.00, -0.01, 0.00, 0.00, 0.00, 0.00, 0.00, 0.00, 0.00, 0.00, 0.00, 0.00, 0.00, 0.00, 0.00, 0.00, 0.00, 0.00, 0.00, 0.00, 0.00, 0.00, 0.00, 0.00, 0.00, 0.00, 0.00, 0.00, 0.00, 0.00, 0.00, 0.00, -0.01, -0.07, -0.01, 0.00, 0.00, 0.00, 0.00, 0.00, 0.00, 0.00, 0.00, 0.00, 0.00, 0.00, 0.00, 0.00, 0.00, 0.00, 0.00, 0.00, 0.00, 0.00, 0.00, 0.00, 0.00, 0.00, 0.00, 0.00, 0.00, 0.00, 0.00, 0.00, 0.00, 0.00, 0.00, 0.00, 0.00, 0.00]
}